{"formula": "C16H14BaCl2N6O6S", "method": "ωB97M-V/def2-TZVPD", "elements": ["Ba", "C", "C", "N", "N", "C", "S", "N", "N", "H", "H", "H", "H", "H", "H", "O", "C", "O", "C", "C", "Cl", "N", "N", "C", "C", "O", "O", "C", "C", "C", "C", "C", "C", "H", "H", "H", "H", "H", "H", "Cl", "C", "C", "O", "O", "H", "H"], "positions_angstrom": [[-0.257948, -0.576391, -0.518154], [1.543191, 0.130435, 5.229801], [2.394235, -0.036432, 4.032699], [3.688878, -0.056774, 4.011919], [4.012154, -0.215156, 2.700699], [2.944404, -0.299101, 1.891234], [2.921169, -0.472848, 0.224147], [1.883420, -0.188654, 2.770013], [0.545766, -0.207521, 2.387697], [2.177287, 0.205842, 6.108515], [0.869023, -0.716343, 5.356588], [0.940981, 1.035330, 5.151872], [4.969567, -0.252614, 2.398973], [0.067619, -0.929236, 2.917807], [0.149480, 0.711876, 2.565712], [-3.868366, 4.741672, 0.130380], [-4.614238, 3.781415, 0.659329], [-5.616899, 4.013014, 1.286652], [-4.173010, 2.380849, 0.446616], [-4.970321, 1.268700, 0.708100], [-6.537320, 1.116965, 1.363836], [-4.253649, 0.158229, 0.418816], [-3.006311, 0.494683, -0.006560], [-2.970453, 1.815153, -0.002289], [-1.675554, 2.484455, -0.377242], [-1.698159, 3.622899, -0.842852], [-0.671916, 1.741698, -0.193417], [-4.596945, -1.233814, 0.426745], [-3.707167, -2.101015, 1.038339], [-3.973449, -3.460591, 1.018782], [-5.124798, -3.930974, 0.402170], [-5.998640, -3.049217, -0.211663], [-5.741153, -1.685895, -0.211857], [-3.075708, 4.372739, -0.359458], [-2.813057, -1.730652, 1.516943], [-3.285149, -4.143688, 1.492337], [-5.337452, -4.990938, 0.394251], [-6.885028, -3.420165, -0.707395], [-6.397925, -0.998849, -0.711530], [0.592539, -5.509862, -1.585392], [-0.839159, -4.850331, -0.751380], [-0.754955, -3.340907, -0.646203], [-0.807441, -2.667793, -1.703066], [-0.651473, -2.857121, 0.515368], [-0.861625, -5.283623, 0.244853], [-1.709648, -5.149148, -1.328637]], "forces_ev_per_a": [[0.7, 0.4, -0.1], [0.0, 0.0, 0.1], [0.3, 0.0, 0.4], [-0.2, 0.1, 0.4], [-0.6, 0.0, -0.3], [-0.3, 0.0, -0.5], [0.1, 0.0, 0.3], [0.6, -0.1, -0.6], [0.2, 0.1, 0.1], [0.0, 0.0, 0.0], [0.0, 0.0, 0.0], [0.0, 0.0, 0.0], [0.0, 0.0, 0.0], [-0.1, 0.1, -0.1], [-0.2, -0.1, 0.0], [0.0, -0.2, -0.1], [0.0, 0.3, 0.0], [0.0, 0.1, 0.0], [-0.7, -0.5, 0.0], [0.0, -0.2, 0.1], [0.2, 0.1, -0.1], [0.4, 0.1, -0.4], [-0.3, -0.1, 0.2], [0.1, 0.2, 0.2], [-0.2, -0.1, -0.1], [-0.1, 0.2, 0.1], [0.3, 1.0, 0.1], [0.0, 0.4, 0.1], [-0.1, -0.2, 0.0], [-0.1, 0.1, 0.0], [0.1, -0.1, 0.0], [-0.1, 0.1, -0.1], [0.3, -0.3, 0.2], [0.0, 0.0, 0.1], [0.0, 0.1, 0.0], [0.1, -0.1, 0.0], [0.0, 0.0, 0.0], [0.0, 0.0, 0.0], [-0.2, 0.2, -0.1], [0.0, 0.0, 0.0], [0.1, -0.3, 0.1], [-0.2, -0.5, 0.1], [-0.2, -0.6, -0.4], [-0.1, -0.3, 0.2], [0.0, 0.0, -0.1], [0.0, 0.1, 0.0]], "multiplicity": 1, "max_force_ev_per_a": 1.08, "homo_lumo_gap_ev": 8.76, "lumo_ev": -0.385, "total_energy_ha": -2742.33419, "homo_energy_ev": -9.15}



{"formula": "C16H14BrN3O4", "method": "ωB97M-V/def2-TZVPD", "elements": ["O", "C", "N", "C", "C", "C", "C", "C", "C", "H", "H", "Br", "H", "H", "H", "C", "C", "N", "O", "C", "C", "C", "C", "C", "C", "C", "H", "H", "N", "O", "O", "H", "H", "H", "H", "H", "H", "H"], "positions_angstrom": [[-0.444119, -1.642282, -2.124335], [-0.217701, -2.457889, -1.259701], [0.922048, -2.498109, -0.513713], [1.926595, -1.531395, -0.432364], [2.022436, -0.457482, -1.314240], [3.029144, 0.476912, -1.162504], [3.948933, 0.336045, -0.138094], [3.876658, -0.732183, 0.740547], [2.865611, -1.659564, 0.591242], [2.802601, -2.491708, 1.278224], [4.601112, -0.835702, 1.533400], [5.336222, 1.624888, 0.071269], [3.097406, 1.311239, -1.842979], [1.309076, -0.352666, -2.113499], [0.964479, -3.193575, 0.218350], [-1.230170, -3.545255, -0.915742], [-2.416616, -2.927478, -0.221408], [-2.418443, -2.005344, 0.635165], [-1.182306, -1.494956, 1.017239], [-1.331654, -0.363650, 1.848205], [-1.390142, 0.951153, 1.109892], [-1.221142, 1.029119, -0.266756], [-1.265460, 2.253212, -0.906457], [-1.481842, 3.404190, -0.161440], [-1.654936, 3.341465, 1.217464], [-1.607414, 2.115479, 1.845306], [-1.740010, 2.053444, 2.915053], [-1.823543, 4.252824, 1.770234], [-1.531316, 4.682813, -0.822718], [-1.346443, 4.705657, -2.020777], [-1.755433, 5.661062, -0.141107], [-1.137130, 2.327500, -1.975178], [-1.057664, 0.136148, -0.847656], [-2.232350, -0.481410, 2.462783], [-0.453181, -0.370714, 2.504059], [-3.400413, -3.300732, -0.465054], [-0.794087, -4.311300, -0.270466], [-1.568809, -4.009765, -1.842229]], "forces_ev_per_a": [[-0.1, 0.1, -0.2], [0.2, -0.4, 0.2], [0.2, -0.5, 0.0], [0.2, 0.3, 0.0], [-0.2, -0.1, -0.1], [0.2, 0.0, 0.2], [0.2, 0.2, 0.0], [0.1, 0.1, -0.1], [-0.1, 0.0, -0.1], [0.0, -0.1, 0.1], [0.0, 0.0, 0.1], [-0.2, -0.1, 0.0], [0.0, 0.1, 0.0], [0.0, 0.0, 0.0], [-0.2, 0.1, -0.2], [0.1, 0.3, 0.1], [0.6, -0.3, -0.3], [-0.7, 0.9, 0.8], [0.1, -0.7, -0.6], [-0.2, 0.1, 0.3], [0.0, 0.0, -0.1], [0.0, -0.1, 0.2], [0.0, 0.4, 0.0], [0.1, -1.2, 0.6], [0.0, 0.3, -0.2], [0.1, -0.2, -0.2], [0.0, 0.0, 0.1], [0.0, 0.0, 0.0], [0.0, 0.5, -0.2], [0.0, 0.1, -0.3], [0.0, 0.3, 0.1], [0.0, 0.0, 0.0], [0.0, -0.1, 0.0], [0.2, 0.0, -0.1], [-0.1, 0.0, -0.1], [-0.1, 0.0, 0.0], [0.0, -0.1, -0.1], [0.1, 0.0, 0.1]], "multiplicity": 1, "max_force_ev_per_a": 1.41, "homo_lumo_gap_ev": 8.36, "lumo_ev": -0.315, "total_energy_ha": -3657.22414, "smiles": "O=C(C/C=N\\OCc1ccc([N+](=O)[O-])cc1)Nc1ccc(Br)cc1", "homo_energy_ev": -8.68}